119
Properties=species:S:1:pos:R:3 method="wB97M-V/def2-TZVPD" homo_lumo_gap_ev=7.1 e_homo_ha=-0.44602 charge=+1 total_energy_ha=-21373.3786
C -2.346 1.960 5.736
C -3.618 1.801 4.848
C -3.304 1.529 3.342
C -3.019 2.919 2.665
C -2.505 2.679 1.210
C -2.670 3.925 0.263
C -2.920 3.497 -1.240
C -1.604 3.560 -2.079
C -0.635 2.409 -1.628
C -0.108 1.684 -2.923
C 0.463 0.259 -2.667
C -0.595 -0.825 -2.345
O -0.110 -2.138 -2.642
O -1.220 -2.970 -2.488
C 1.555 0.127 -1.498
C 2.690 0.926 -2.222
C 3.693 1.654 -1.343
C 3.667 1.107 0.102
O 3.010 1.591 0.940
Cl 4.623 -0.347 0.513
N 2.626 0.861 -3.522
S 3.697 1.656 -4.584
O 4.683 0.711 -4.979
O 4.301 2.779 -3.955
F 2.863 2.207 -5.816
C 1.450 -0.050 -3.836
C 0.859 -0.071 -5.264
C 1.855 -0.652 -6.355
O 1.304 -1.789 -7.000
C 2.213 -2.882 -7.113
C 2.288 -3.306 -8.634
F 3.596 -3.305 -9.011
F 1.701 -2.383 -9.407
F 1.755 -4.517 -8.822
H -1.614 2.581 5.185
H -1.947 0.968 6.025
H -2.626 2.481 6.676
H -4.245 0.976 5.246
H -4.223 2.737 4.907
H -2.422 0.859 3.257
H -4.144 1.069 2.783
H -2.223 3.461 3.218
H -3.943 3.539 2.638
H -1.422 2.421 1.259
H -3.007 1.805 0.729
H -1.710 4.482 0.256
H -3.516 4.546 0.624
H -3.338 2.471 -1.312
H -3.680 4.186 -1.663
H -1.158 4.563 -1.914
H -1.845 3.458 -3.156
H 0.227 2.782 -1.034
H -1.221 1.659 -1.054
H -0.973 1.581 -3.616
H 0.607 2.368 -3.428
H -0.980 -0.739 -1.305
H -1.464 -0.645 -3.027
H -1.703 -2.882 -3.335
H 1.115 0.667 -0.638
H 1.846 -0.929 -1.329
H 4.721 1.492 -1.749
H 3.528 2.755 -1.331
H 1.845 -1.067 -3.623
H 0.000 -0.779 -5.225
H 0.435 0.909 -5.569
H 1.954 0.147 -7.124
H 2.821 -0.826 -5.841
H 1.789 -3.714 -6.507
H 3.253 -2.657 -6.819
C 4.213 6.075 0.091
Cl 2.938 7.136 0.700
Cl 3.913 4.415 0.649
Cl 4.213 6.104 -1.682
Cl 5.782 6.618 0.690
C -0.434 -1.818 2.661
Cl 0.078 -3.502 2.499
Cl -0.957 -1.511 4.320
Cl 0.923 -0.749 2.265
Cl -1.777 -1.502 1.546
C 1.469 -7.102 0.730
Cl 1.626 -8.848 0.968
Cl 0.558 -6.782 -0.752
Cl 0.612 -6.391 2.108
Cl 3.080 -6.376 0.601
C -7.390 3.269 4.378
Cl -6.966 2.875 2.702
Cl -7.247 1.820 5.381
Cl -6.288 4.516 4.984
Cl -9.054 3.865 4.440
C -0.753 3.600 9.376
Cl -0.225 1.913 9.330
Cl -2.442 3.672 9.907
Cl 0.259 4.513 10.504
Cl -0.614 4.298 7.755
C -2.119 -1.490 10.401
Cl -1.912 -1.497 8.640
Cl -3.064 -2.906 10.900
Cl -0.531 -1.537 11.184
Cl -2.967 -0.014 10.873
C 8.565 3.842 -0.824
Cl 9.124 2.162 -0.848
Cl 6.902 3.904 -0.212
Cl 9.613 4.799 0.231
Cl 8.611 4.505 -2.464
C 0.098 -9.670 -4.099
Cl 0.655 -9.756 -2.422
Cl 1.374 -10.256 -5.177
Cl -1.347 -10.671 -4.296
Cl -0.289 -7.986 -4.504
C -2.588 -3.568 -6.372
Cl -2.412 -5.280 -5.965
Cl -3.550 -3.405 -7.844
Cl -3.407 -2.723 -5.037
Cl -0.987 -2.850 -6.626
C -1.205 -5.478 7.602
Cl -2.842 -6.133 7.446
Cl -0.028 -6.793 7.461
Cl -0.924 -4.285 6.322
Cl -1.031 -4.688 9.174